No. 1
Density functional theory data (wB97M-V/def2-TZVPD) for a molecular structure, C19H8BrF5NO5Pd at a distorted geometry.

Atoms and positions in Å:
1 Pd -0.0389 -0.0872 -0.3821
2 O 1.4841 -3.1868 2.4195
3 C 1.1144 -2.2949 1.4622
4 O 0.0400 -2.3201 0.8935
5 C 2.2006 -1.2734 1.1703
6 C 3.4575 -1.3596 1.7131
7 C 4.4164 -0.4229 1.3273
8 C 4.0798 0.5338 0.4046
9 C 2.7750 0.5734 -0.1051
10 N 1.8623 -0.2995 0.3216
11 C 2.3677 1.5804 -1.2144
12 O 3.2217 2.4563 -1.4490
13 O 1.2610 1.3626 -1.7321
14 H 0.7218 -3.7742 2.5277
15 H 3.6866 -2.1486 2.4152
16 H 5.4169 -0.4670 1.7390
17 H 4.7860 1.2672 0.0415
18 Br -1.9012 3.3498 5.0469
19 C -1.3628 2.3580 3.5065
20 C -2.0950 1.2496 3.1257
21 C -1.6959 0.5296 2.0038
22 C -0.5728 0.9136 1.2588
23 C 0.1465 2.0351 1.6788
24 C -0.2484 2.7612 2.7985
25 H -2.9658 0.9477 3.6942
26 H -2.2598 -0.3476 1.7188
27 H 1.0125 2.3731 1.1208
28 H 0.3071 3.6363 3.1109
29 F -6.6781 1.9178 0.6114
30 C -5.4965 1.4397 0.1786
31 C -5.1584 0.1143 0.3782
32 F -6.0155 -0.6998 1.0203
33 C -3.9470 -0.3709 -0.0737
34 F -3.6551 -1.6653 0.1587
35 C -3.0091 0.4262 -0.7576
36 O -1.8963 -0.0452 -1.2204
37 C -3.3914 1.7736 -0.9297
38 F -2.5541 2.6102 -1.5498
39 C -4.6001 2.2657 -0.4795
40 F -4.9202 3.5546 -0.6763

Cartesian forces (eV/Å) of the 2 atoms listed first:
Pd -1.2 0.9 0.0
O -0.3 0.3 -0.4

Output
Energy relative to the best compared isomer or geometry (same formula, charge and spin)   0.929 eV
Total energy   -118671.235 eV
Charge   -1
HOMO-LUMO gap (alpha / beta)   0.2400 / 0.2401 hartree

=====

No. 2
Density functional theory data (wB97M-V/def2-TZVPD) for a molecular structure, C19H8Cl5FNO5PdSbSe4 at a distorted geometry.

Atoms and positions in Å:
1 Pd -0.7741 0.0573 0.8163
2 Cl 3.1967 5.7114 3.2618
3 C 2.4983 4.3981 2.3710
4 C 1.3277 3.7853 2.8091
5 Cl 0.5524 4.3588 4.2469
6 C 0.7653 2.7400 2.0969
7 Cl -0.6691 1.9571 2.6883
8 C 1.3159 2.2662 0.8745
9 O 0.8087 1.3462 0.1490
10 C 2.5104 2.9190 0.4643
11 Cl 3.2168 2.3748 -1.0158
12 C 3.0866 3.9426 1.1934
13 Cl 4.5485 4.6828 0.6330
14 Se -5.7450 -2.3470 2.1834
15 Sb -4.4513 -2.6398 0.1936
16 Se -4.1051 -4.8326 -0.6776
17 Se -5.4972 -1.2441 -1.6180
18 Se -2.0669 -1.7986 0.6826
19 O 2.4790 -1.9114 2.8014
20 C 1.5923 -1.6793 1.9807
21 O 0.6015 -0.8984 2.1522
22 C 1.7145 -2.4233 0.6609
23 C 1.6721 -1.7622 -0.5627
24 C 1.9814 -2.4335 -1.7369
25 C 2.3198 -3.7715 -1.6702
26 C 2.3215 -4.4684 -0.4723
27 C 2.0216 -3.7835 0.6888
28 N 2.7497 -4.4630 -2.8967
29 O 3.1713 -5.6024 -2.7952
30 O 2.6777 -3.8627 -3.9534
31 H 1.4608 -0.7011 -0.6035
32 H 1.9859 -1.9268 -2.6907
33 H 2.5735 -5.5183 -0.4605
34 H 2.0464 -4.2883 1.6448
35 F -4.5780 3.4133 -2.5791
36 C -3.7530 2.6262 -1.8308
37 C -4.0952 2.3566 -0.5241
38 C -3.2406 1.5626 0.2346
39 C -2.0613 1.0624 -0.3065
40 C -1.7645 1.3328 -1.6359
41 C -2.6084 2.1236 -2.4095
42 H -5.0189 2.7444 -0.1147
43 H -3.5184 1.3228 1.2532
44 H -0.8622 0.9311 -2.0798
45 H -2.3869 2.3405 -3.4465

Cartesian forces (eV/Å) of the 2 atoms listed first:
Pd -0.1 0.4 -0.5
Cl 0.0 -0.1 0.0

Output
Spin multiplicity   3
Energy relative to the best compared isomer or geometry (same formula, charge and spin)   0.679 eV
Total energy   -368293.835 eV
Charge   -2
HOMO-LUMO gap (alpha / beta)   0.2552 / 0.1994 hartree
<S²>   2.01

=====

Copy entry 1 word for word.
Density functional theory data (wB97M-V/def2-TZVPD) for a molecular structure, C19H8BrF5NO5Pd at a distorted geometry.

Atoms and positions in Å:
1 Pd -0.0389 -0.0872 -0.3821
2 O 1.4841 -3.1868 2.4195
3 C 1.1144 -2.2949 1.4622
4 O 0.0400 -2.3201 0.8935
5 C 2.2006 -1.2734 1.1703
6 C 3.4575 -1.3596 1.7131
7 C 4.4164 -0.4229 1.3273
8 C 4.0798 0.5338 0.4046
9 C 2.7750 0.5734 -0.1051
10 N 1.8623 -0.2995 0.3216
11 C 2.3677 1.5804 -1.2144
12 O 3.2217 2.4563 -1.4490
13 O 1.2610 1.3626 -1.7321
14 H 0.7218 -3.7742 2.5277
15 H 3.6866 -2.1486 2.4152
16 H 5.4169 -0.4670 1.7390
17 H 4.7860 1.2672 0.0415
18 Br -1.9012 3.3498 5.0469
19 C -1.3628 2.3580 3.5065
20 C -2.0950 1.2496 3.1257
21 C -1.6959 0.5296 2.0038
22 C -0.5728 0.9136 1.2588
23 C 0.1465 2.0351 1.6788
24 C -0.2484 2.7612 2.7985
25 H -2.9658 0.9477 3.6942
26 H -2.2598 -0.3476 1.7188
27 H 1.0125 2.3731 1.1208
28 H 0.3071 3.6363 3.1109
29 F -6.6781 1.9178 0.6114
30 C -5.4965 1.4397 0.1786
31 C -5.1584 0.1143 0.3782
32 F -6.0155 -0.6998 1.0203
33 C -3.9470 -0.3709 -0.0737
34 F -3.6551 -1.6653 0.1587
35 C -3.0091 0.4262 -0.7576
36 O -1.8963 -0.0452 -1.2204
37 C -3.3914 1.7736 -0.9297
38 F -2.5541 2.6102 -1.5498
39 C -4.6001 2.2657 -0.4795
40 F -4.9202 3.5546 -0.6763

Cartesian forces (eV/Å) of the 2 atoms listed first:
Pd -1.2 0.9 0.0
O -0.3 0.3 -0.4

Output
Energy relative to the best compared isomer or geometry (same formula, charge and spin)   0.929 eV
Total energy   -118671.235 eV
Charge   -1
HOMO-LUMO gap (alpha / beta)   0.2400 / 0.2401 hartree